Entry 1:
Computed, not measured: a 9-piece molecular cluster, C18H54O9 overall in a non-equilibrium geometry, with ωB97M-V with the def2-TZVPD basis set.

```
81
Properties=species:S:1:pos:R:3:forces:R:3:mulliken_charge:R:1
O 0.704610 0.640682 3.674944 1.088 0.330 -0.084 -0.48
O 4.997497 -2.464326 -2.926118 -0.888 0.303 -1.024 -0.55
O -1.734858 4.471064 0.202066 1.406 0.299 1.455 -0.51
O 3.239294 1.849374 -1.708877 0.154 0.539 0.234 -0.57
O -1.708849 0.239509 -0.956223 -1.052 -0.110 -0.311 -0.02
O -0.556438 -1.276311 2.028277 0.473 -1.238 0.203 0.04
O -3.008229 -1.794508 -2.758935 0.038 -0.347 -0.317 -0.60
O -0.980562 2.703554 -1.598305 0.197 -0.828 -0.424 -0.45
O 0.816370 -1.174166 -0.252250 -0.949 0.286 0.738 -0.46
C 3.207232 1.925788 0.816128 1.464 -0.538 -1.572 -1.26
C -1.594969 4.747654 2.621989 -1.039 0.339 -0.264 -1.33
C -0.258728 0.746881 4.652024 -0.977 0.105 1.228 -0.26
C -1.274186 1.803231 4.292265 -0.917 0.656 -0.108 -0.40
C -0.353951 2.124504 -3.796228 -0.983 -1.774 -1.178 -1.00
C 0.406205 -2.779444 3.679160 3.186 -1.250 0.159 -1.29
C -1.446133 -3.581363 -2.236238 0.155 -2.320 -0.083 -0.87
C -0.757886 -2.416853 2.903522 -2.563 0.501 0.328 0.39
C -0.855768 4.278527 1.391572 0.155 0.171 -0.181 0.40
C 2.487184 1.991824 -0.504038 -0.017 0.174 -0.181 0.63
C -1.247173 -3.665575 2.163183 -1.806 1.651 -1.162 -1.29
C -1.817762 -2.455833 -3.148306 0.213 -0.203 -1.702 0.18
C -3.811163 1.356817 -0.038484 2.523 -0.719 -2.732 -1.33
C 4.107966 -3.470135 -3.457425 0.310 0.143 1.363 -0.14
C 1.774960 -1.352619 -1.248001 0.194 -2.233 -0.350 0.33
C -1.078096 3.124622 -2.969172 -0.028 -0.020 1.761 -0.21
C 4.042137 -4.601881 -2.472776 -0.773 -1.438 -0.446 -1.16
C -2.522273 0.542928 0.210086 0.084 -1.034 -0.808 -0.05
H 3.137793 -3.063682 -3.701992 -0.614 0.321 0.446 0.22
H 3.637477 -4.333013 -1.522717 -0.947 0.480 0.498 0.28
H 0.126661 -1.523186 1.365914 -0.200 0.248 0.130 0.33
H 1.719377 1.270195 -0.449148 -1.103 -1.000 -0.299 -0.29
H 3.488069 -5.497566 -2.883691 0.379 1.070 0.407 0.29
H -0.767341 -0.231259 4.823725 0.295 0.551 0.077 0.11
H 0.903001 -1.907959 4.101635 0.130 -0.066 0.175 0.37
H -2.157166 3.273927 -3.213072 0.843 -0.068 -0.231 0.29
H 4.869852 -1.729728 -3.553927 0.496 -0.132 0.612 0.31
H -0.986874 -1.752759 -3.277792 -0.072 0.135 0.114 -0.10
H 3.373954 0.923696 -1.917679 0.047 -0.073 0.198 0.28
H -4.260445 1.484890 0.882568 -1.359 0.273 1.758 0.48
H -1.875772 1.080374 0.864734 0.371 0.495 0.898 0.02
H 4.448927 -3.814083 -4.388640 0.953 -0.637 -1.366 0.43
H -0.743814 -4.360815 -2.675771 -0.867 1.028 0.020 0.32
H -0.578087 2.363448 -4.812184 -0.221 0.214 -1.049 0.43
H -0.397669 -3.967160 1.537439 -0.469 -0.419 -0.054 0.28
H 1.334636 -1.482826 -2.240621 -0.222 -0.309 0.024 0.14
H -2.656446 -0.464044 0.607165 -0.496 0.294 0.418 0.33
H -3.435354 2.334217 -0.409773 -0.691 -0.393 0.083 0.23
H -1.962814 1.257200 3.679371 -0.905 0.223 -0.700 0.15
H -1.681730 -4.494889 2.779146 0.702 0.859 -0.391 0.40
H 2.419415 -0.504953 -1.376901 0.623 0.264 0.468 -0.59
H -0.041976 -0.757488 -0.506084 0.731 0.001 -0.501 0.05
H 2.345962 -2.329664 -0.975628 -0.655 1.914 -0.619 0.06
H -1.849339 5.430098 0.122926 -0.024 -0.314 -0.129 0.26
H 0.197431 -3.526054 4.483335 0.023 0.596 -0.655 0.37
H -1.213631 3.367779 -0.933663 -0.264 0.552 -0.417 0.24
H -2.371764 -4.108308 -1.977802 0.066 -0.122 -0.199 0.33
H -0.650468 1.042388 -3.730105 -0.054 0.988 0.480 0.07
H 0.312599 0.061555 3.035622 -0.152 -0.776 -1.297 0.29
H -1.550382 -2.028952 3.582795 0.230 -0.415 -0.351 0.34
H -1.199753 4.328660 3.531084 0.376 0.344 0.280 0.47
H -2.623004 4.382896 2.563870 0.003 -0.256 -0.037 0.34
H -0.561210 3.226984 1.466255 -0.789 -0.147 -0.264 -0.17
H -1.984353 -2.898414 -4.187005 0.012 0.574 1.213 0.31
H -1.676712 1.062720 -1.473620 0.632 0.230 0.216 0.12
H 4.990460 -4.977511 -2.147971 1.051 -0.093 -0.486 0.36
H 3.943062 2.707143 0.806243 0.296 0.624 0.605 0.39
H -1.729271 5.840690 2.698154 0.553 -0.319 -0.060 0.39
H -2.763019 -1.002110 -2.280866 0.236 0.334 0.476 0.33
H 3.763703 0.995268 0.977425 -0.308 -0.051 -0.101 0.28
H 0.201013 1.057608 5.555933 0.778 -0.064 1.036 0.43
H 1.963210 2.944871 -0.549666 0.141 0.212 -0.303 0.24
H 1.137555 -3.282224 2.931291 -0.736 0.736 1.369 0.28
H -0.999582 -3.387103 -1.285114 0.331 0.989 0.648 0.03
H -4.431628 0.845476 -0.807448 0.138 0.493 0.682 0.30
H 0.708334 2.153968 -3.766491 0.932 0.250 0.698 0.29
H 2.445494 2.015218 1.534371 -0.660 0.335 1.406 0.28
H -0.489288 4.027754 -3.053386 -0.351 0.736 -0.252 0.34
H 0.155353 4.732960 1.323425 -0.747 0.444 -0.534 0.21
H -2.083224 -3.208308 1.521900 1.032 -1.291 0.433 0.23
H -1.870765 2.333157 5.088999 0.811 -0.841 -0.419 0.45
H -0.806889 2.574976 3.669593 0.048 -0.464 0.304 -0.35
```
Positions in Å, forces in eV/Å.

Its energy above the lowest of the compared OMol25 structures with the same formula, charge and spin is 397.8 kJ/mol. The SMILES is CC(C)O.CCO.CCO.CCO.CCO.CCO.CCO.CCO.CO. As for the spin multiplicity: 1. The LUMO energy comes out at 0.43 eV. The highest occupied orbital energy comes out at -9.9 eV. The value obtained for the strongest force on any atom is 3.788 eV/A.



Entry 2:
Computed, not measured: a 8-piece molecular cluster, C18H55N5O12 overall in a non-equilibrium geometry, with ωB97M-V with the def2-TZVPD basis set.

```
90
Properties=species:S:1:pos:R:3:forces:R:3:mulliken_spin:R:1
O -3.064201 -2.705764 2.436902 0.502 0.871 0.738 0.00
O 2.302182 -2.516363 1.396537 0.067 1.099 -0.454 -0.06
O -1.046380 -0.816436 5.212914 -1.586 -0.553 -1.205 -0.06
O 2.677731 -5.013515 1.606015 0.945 -0.284 0.497 0.00
O 2.985364 0.561932 -0.012479 2.316 0.993 0.007 -0.26
O 3.119461 0.717472 -3.414050 0.002 -1.849 0.127 -0.01
O 1.200242 -0.146913 0.838784 -1.061 -0.619 2.778 -0.62
O 5.127073 1.866269 -4.582711 -0.702 1.204 -1.460 0.00
O 1.263164 0.241414 -1.205995 -0.712 0.405 -2.711 -0.24
O -2.067110 5.307749 -1.000553 -0.102 0.297 0.468 0.00
O -1.600610 2.461514 0.035761 -0.638 0.807 0.105 -0.11
O -1.952591 1.685995 -6.248798 -1.863 -0.254 -0.056 0.00
N 3.341426 1.265395 2.841439 -0.167 -0.052 -0.774 2.69
N -1.451603 -0.347087 0.051339 1.029 -0.490 -0.346 0.02
N -1.327656 -0.026320 -3.034301 -2.252 -0.774 0.997 0.00
N 0.924728 0.390145 3.891249 -0.368 0.751 -0.160 0.03
N 1.833465 0.238802 -0.135263 0.024 -0.446 -0.248 0.62
C -3.085874 2.075221 -7.078766 1.554 0.253 0.642 0.00
C 0.076124 -0.201236 -4.936338 -0.470 1.283 -0.835 0.00
C -3.659893 -0.161174 0.872531 -1.505 -0.556 0.179 0.00
C 1.803110 0.209550 6.091992 -0.371 -0.246 0.755 0.24
C -2.167648 -2.141003 1.462120 -0.563 -3.087 -1.920 0.02
C 0.154236 -1.539619 5.090964 -0.027 -0.287 1.151 0.13
C -2.193250 -1.714487 5.272752 0.789 0.154 1.268 -0.02
C 2.355034 -3.192417 0.175752 0.589 -2.313 -0.474 0.01
C 1.883587 -4.582388 0.550427 -0.322 -0.253 -1.126 0.01
C 3.088117 2.082369 -3.378296 -1.345 1.536 -1.610 -0.01
C 1.314803 -0.579253 4.890213 0.009 -0.744 0.349 -0.10
C -1.130575 0.668307 -4.243483 2.870 -1.568 -1.838 0.00
C -2.274533 -0.706192 1.179151 -1.256 2.285 0.465 -0.07
C -0.663472 3.449391 -0.253007 2.715 1.212 -0.989 0.25
C -1.007769 4.433605 -1.386452 -1.227 -0.755 -0.378 -0.03
C -2.912755 -4.077101 2.803917 0.034 0.828 -1.345 0.00
C 3.812208 2.496960 -4.701227 1.071 0.278 3.067 0.00
C -2.371256 0.890653 -5.144786 1.452 -0.741 1.188 0.00
H -2.417619 -2.682287 0.549644 -0.281 0.006 -0.634 0.00
H 2.064674 2.450566 -3.449706 -0.633 0.047 -0.377 0.00
H 0.140575 -2.280922 4.291982 -0.223 0.170 -0.552 0.02
H 3.020854 1.149991 1.890642 0.245 -0.504 -1.168 0.08
H 3.192294 2.325774 -5.581284 0.253 -1.133 -0.056 0.00
H 0.415024 0.253053 -5.867398 0.407 0.814 0.268 0.00
H 0.238455 -2.134858 6.000194 0.493 -0.170 0.388 -0.03
H -2.769669 -4.678509 1.906178 0.161 -0.178 -0.203 0.00
H -2.085625 -2.657212 4.736298 0.440 0.366 -0.267 0.02
H -2.808847 -0.068622 -5.421203 0.107 -0.201 -0.491 0.00
H 4.061372 0.600637 3.086118 1.121 -0.662 0.078 -0.55
H -0.249265 5.102453 -1.793179 0.540 -0.383 0.612 -0.01
H -3.705186 0.927876 0.870074 0.326 0.039 -0.068 0.01
H 0.883429 -4.561101 0.983236 -0.685 -0.113 -0.989 0.00
H 0.261774 2.914990 -0.468491 -0.082 -0.297 -0.718 0.08
H 1.903583 -0.503118 6.910598 0.246 0.100 0.254 0.07
H -3.150690 -1.287852 4.973754 0.468 0.553 -0.167 0.01
H 2.100715 -5.219829 -0.306681 -0.843 -0.435 -0.034 0.00
H -4.109015 -0.511608 -0.056761 0.591 -0.034 -0.477 0.00
H -2.400499 2.857435 0.389356 -0.139 -0.091 0.201 0.01
H -1.392855 3.876377 -2.240448 0.200 -0.408 -0.239 0.00
H 5.021527 1.068374 -4.059430 -0.432 -0.189 0.018 0.00
H 0.921626 -0.381400 -4.272442 -0.037 0.728 0.186 0.00
H 3.325724 2.422449 -2.370336 1.358 0.606 -0.259 0.01
H 2.804080 -4.142605 1.989628 0.575 -0.023 1.356 0.02
H 0.047049 0.664517 4.308973 -0.208 1.093 0.074 0.02
H 2.766974 0.681647 5.901794 0.087 -0.158 -0.145 -0.31
H -2.237215 -1.968728 6.331772 -0.445 -0.263 0.206 -0.01
H -0.780792 1.655193 -3.940470 0.553 0.542 -0.989 0.00
H -4.431613 -0.476657 1.574685 0.226 -0.044 0.604 0.00
H 2.515965 1.045807 3.380409 -1.189 0.418 1.106 -0.13
H -2.051347 -4.237212 3.452324 -0.087 -0.089 0.246 0.00
H -1.104505 -2.381363 1.468997 0.379 -0.205 1.374 -0.01
H 1.146662 1.007579 6.438903 -0.318 -0.079 -0.194 0.00
H 3.676778 2.216000 2.904655 0.347 1.059 0.632 -0.99
H -2.686863 4.781914 -0.489676 -0.255 0.145 -0.057 0.00
H -2.042577 -0.244983 2.139137 0.619 0.627 0.354 0.01
H -0.047103 -1.196741 -5.362817 -1.524 -0.380 0.599 0.00
H 2.157396 -1.243766 4.698961 0.213 0.178 -1.010 0.13
H 2.602901 0.449166 -2.650650 -0.227 -0.653 0.477 0.00
H -1.347338 0.644751 -0.108282 -1.333 0.273 0.149 0.01
H -0.251699 4.064220 0.547333 -0.961 0.030 0.958 -0.05
H 1.672618 -1.822784 1.186300 -0.158 1.029 0.820 0.06
H -0.491408 -0.168522 -2.486066 0.068 0.075 -0.103 0.01
H -1.956621 0.531632 -2.474660 -0.125 -0.332 0.654 0.00
H 3.912771 3.582085 -4.723548 0.615 0.121 0.200 0.00
H -3.684394 2.820271 -6.554586 -0.206 -0.040 0.102 0.00
H 1.873336 -2.791717 -0.716154 -0.537 0.554 0.450 0.01
H -2.617342 2.561586 -7.934359 -0.254 -0.120 -0.141 0.00
H 0.565096 0.095272 2.994695 0.580 -0.980 -0.433 0.06
H -3.869394 -4.392790 3.220186 0.238 0.102 0.406 0.00
H -3.707255 1.234749 -7.387937 0.095 -0.152 0.039 0.00
H 3.375918 -3.406939 -0.140278 0.504 0.598 0.133 0.00
H -3.094237 1.319689 -4.451003 -0.456 0.851 -0.336 0.00
H -0.463071 -0.439404 0.236764 0.151 -1.194 0.314 0.00
```
Positions in Å, forces in eV/Å.

Its energy above the lowest of the compared OMol25 structures with the same formula, charge and spin is 157.4 kJ/mol. Its expectation value of S² is 0.7504. Its total charge is -1. As for the spin multiplicity: 2. The LUMO energy (alpha / beta) comes out at 2.11 / 2.08 eV. The highest occupied orbital energy (alpha / beta) comes out at -0.4 / -6.3 eV. The value obtained for the strongest force on any atom is 3.751 eV/A.